Entry 1:
Density functional theory data (ωB97M-V/def2-TZVPD) for C3H4N3 as an isolated structure at a distorted geometry.

Each line ends with the Mulliken charge.
CARTESIAN COORDINATES (ANGSTROEM)
C (0.549, -1.002, 1.286)  0.1867
C (1.700, -0.790, 2.043)  -0.1439
C (-0.782, -0.213, -0.676)  -0.6886
N (2.236, -0.250, 0.991)  0.1152
N (1.626, 0.109, -0.117)  -0.4720
N (0.403, -0.354, 0.097)  0.5482
H (2.147, -1.149, 2.869)  0.4327
H (-1.709, -0.526, -0.136)  0.2993
H (-0.730, -0.943, -1.394)  0.4007
H (-0.818, 0.681, -1.327)  0.3217

Output
- HOMO energy (alpha / beta): -16.839 / -16.842 eV
- Orbital gap (alpha / beta): 8.34 / 8.33 eV
- Lowest unoccupied orbital energy (alpha / beta): -8.499 / -8.508 eV
- Net charge: +1
- ΔE to the lowest compared entry with this formula, charge and spin: 110.5 kcal per mole
- Multiplicity: 1

Entry 2:
Density functional theory data (ωB97M-V/def2-TZVPD) for an isolated ion of composition C2H4NS3 and charge +1 at a distorted geometry.

Each line ends with the Mulliken charge.
CARTESIAN COORDINATES (ANGSTROEM)
C (-0.394, 0.521, -1.059)  -0.4665
C (-0.488, -1.427, -2.083)  0.4031
N (0.375, -0.124, 0.115)  -0.2532
S (0.265, 0.017, -2.595)  0.0043
S (-0.340, -2.748, -0.950)  -0.1162
S (-1.998, -2.360, -2.147)  0.0139
H (-1.479, 0.761, -1.113)  0.4125
H (1.441, 0.070, -0.027)  0.4156
H (0.307, -1.117, 0.341)  0.1954
H (0.064, 0.454, 0.922)  0.3912

Output
- HOMO energy (alpha / beta): -13.119 / -13.118 eV
- Orbital gap (alpha / beta): 8.05 / 8.05 eV
- Lowest unoccupied orbital energy (alpha / beta): -5.071 / -5.072 eV
- Net charge: +1
- ΔE to the lowest compared entry with this formula, charge and spin: 59.1 kcal per mole
- Multiplicity: 1

Entry 3:
Density functional theory data (ωB97M-V/def2-TZVPD) for C36H30N4S7Sn as an isolated structure.

Each line ends with the Mulliken charge.
CARTESIAN COORDINATES (ANGSTROEM)
Sn (0.868, 0.932, -0.178)  0.8531
C (0.889, 0.519, -4.729)  -0.8403
C (-0.314, 1.454, -4.774)  -0.9456
S (-0.742, 2.216, -3.171)  0.0653
C (-2.493, 1.764, -2.909)  -0.4773
C (-2.943, 0.346, -3.217)  -1.0971
S (-2.155, -0.930, -2.185)  0.2056
C (-1.762, -2.169, -3.456)  -0.7007
C (-0.709, -1.766, -4.489)  -1.0206
S (0.744, -0.978, -3.718)  0.1415
H (1.750, 1.031, -4.295)  0.3806
H (1.142, 0.216, -5.749)  0.4384
H (-1.199, 0.955, -5.166)  0.3675
H (-0.075, 2.282, -5.445)  0.4869
H (-3.104, 2.455, -3.493)  0.4983
H (-2.628, 1.982, -1.848)  0.1423
H (-2.766, 0.088, -4.261)  0.4246
H (-4.019, 0.290, -3.040)  0.5042
H (-2.690, -2.467, -3.948)  0.4338
H (-1.387, -3.007, -2.869)  0.1928
H (-1.114, -1.082, -5.235)  0.4294
H (-0.363, -2.662, -5.007)  0.5321
N (-5.604, 1.542, 8.111)  -0.6041
C (-4.913, 1.468, 7.194)  -0.0053
C (-4.075, 1.367, 6.039)  0.5899
C (-4.617, 1.583, 4.770)  -0.9145
C (-3.819, 1.464, 3.649)  -0.1369
C (-2.471, 1.119, 3.757)  -0.8196
C (-1.939, 0.908, 5.029)  -0.1405
C (-2.725, 1.034, 6.158)  -0.8656
C (-1.621, 1.009, 2.538)  1.1505
C (-1.044, -0.238, 2.306)  -0.1025
C (-1.410, -1.389, 3.073)  -1.4880
C (-0.724, -2.438, 2.553)  -0.9558
C (0.074, -1.936, 1.474)  -0.2374
N (-0.136, -0.631, 1.306)  0.9416
C (-1.559, 2.182, 1.769)  0.0801
C (-2.097, 3.454, 2.112)  -0.5896
C (-1.847, 4.289, 1.043)  -1.4024
C (-1.156, 3.511, 0.094)  -0.4806
N (-0.983, 2.263, 0.517)  0.5356
H (-5.662, 1.848, 4.679)  0.4178
H (-4.240, 1.622, 2.666)  0.5012
H (-0.890, 0.661, 5.119)  0.5777
H (-2.300, 0.886, 7.143)  0.4325
H (-2.120, -1.412, 3.882)  0.4996
H (-0.761, -3.471, 2.864)  0.4596
H (1.039, -3.738, 1.529)  0.2374
H (-2.564, 3.731, 3.044)  0.5740
H (-2.107, 5.332, 0.952)  0.4049
H (-0.778, 3.826, -0.865)  0.5953
S (4.762, -2.714, -0.774)  -0.5703
C (5.291, -1.065, -0.896)  0.8127
C (6.526, -0.580, -1.289)  -0.6406
C (6.707, 0.795, -1.379)  -0.3738
C (5.651, 1.654, -1.083)  -0.7692
C (4.418, 1.165, -0.681)  0.1729
C (4.221, -0.212, -0.563)  -0.7289
N (3.050, -0.833, -0.206)  0.2245
C (3.095, -2.138, -0.290)  0.0889
C (2.094, -3.098, -0.090)  0.8045
C (2.331, -4.436, -0.519)  -0.7828
C (1.340, -5.362, -0.718)  -0.8638
C (-0.025, -4.923, -0.655)  -0.5933
C (-0.303, -3.738, -0.087)  -0.6310
C (0.791, -3.034, 0.711)  0.2854
H (7.334, -1.265, -1.524)  0.3508
H (7.667, 1.197, -1.681)  0.3406
H (5.786, 2.726, -1.163)  0.4340
H (3.612, 1.852, -0.448)  -0.4696
H (3.342, -4.722, -0.780)  0.2599
H (1.575, -6.354, -1.086)  0.3333
H (-0.795, -5.501, -1.160)  0.4036
H (-1.295, -3.299, -0.094)  0.7091
S (3.776, 4.094, 2.229)  -0.4345
C (2.729, 3.183, 1.284)  0.3285
S (2.256, 3.654, -0.284)  -0.5020
S (2.186, 1.638, 1.900)  -0.4587

Output
- HOMO energy: -1.085 eV
- Orbital gap: 4.68 eV
- Lowest unoccupied orbital energy: 3.593 eV
- Net charge: -2
- Multiplicity: 1

Entry 4:
Density functional theory data (ωB97M-V/def2-TZVPD) for C9H16BeCaCl3F5LiN2NbO9P as an isolated structure at a distorted geometry.

Each line ends with the Mulliken charge.
CARTESIAN COORDINATES (ANGSTROEM)
F (2.889, -1.468, -2.317)  -0.1836
C (1.657, -1.018, -2.062)  0.5085
F (1.546, -1.094, -0.756)  -0.0686
F (1.695, 0.316, -2.493)  -0.3179
C (0.643, -1.799, -2.892)  0.1439
F (0.963, -1.461, -4.176)  -0.2732
F (1.008, -3.108, -2.714)  -0.2163
Nb (-1.684, -1.413, -2.578)  -0.8680
H (-1.925, -2.763, -1.351)  0.1711
H (-1.461, -0.161, -1.042)  0.3371
H (-1.412, -0.044, -3.786)  0.0732
H (-1.934, -2.616, -3.891)  0.2721
H (-3.443, -1.089, -2.755)  0.1539
Ca (3.028, 1.290, -1.099)  0.7351
Cl (-1.271, -1.161, 0.245)  -0.2141
Cl (-2.338, 1.820, -1.804)  -0.4318
C (-1.118, -2.716, -7.463)  -0.5557
C (-2.447, -2.265, -7.096)  0.3073
N (-3.488, -1.913, -6.799)  -0.3838
H (-1.021, -3.781, -7.258)  0.2428
H (-0.947, -2.536, -8.522)  0.3052
H (-0.374, -2.174, -6.882)  0.1050
Be (2.605, -4.490, -1.956)  0.0942
N (-0.071, 1.889, 2.048)  -0.2890
C (0.016, 2.023, 3.367)  -0.6912
C (-0.798, 2.865, 4.108)  -0.5911
C (-1.765, 3.613, 3.440)  -0.2828
C (-1.874, 3.475, 2.071)  -0.4408
C (-1.003, 2.604, 1.421)  -0.0017
H (0.785, 1.424, 3.850)  0.4697
H (-0.684, 2.934, 5.189)  0.8335
H (-2.415, 4.285, 3.985)  0.4549
H (-2.610, 4.030, 1.507)  0.4221
H (-1.057, 2.472, 0.346)  0.1125
O (1.450, -7.238, -3.536)  -0.4199
P (-0.067, -7.381, -3.585)  0.8645
O (-0.410, -8.761, -4.125)  -0.4834
O (-0.693, -6.332, -4.496)  -0.4457
O (-0.613, -7.181, -2.178)  -0.5050
Li (1.343, 4.042, 4.986)  0.5061
O (4.564, 6.055, 4.965)  -0.6490
H (5.198, 6.196, 4.195)  0.4459
H (3.907, 6.820, 5.048)  0.3653
H (5.055, 5.899, 5.822)  0.4178
O (0.627, 1.055, 8.837)  -0.6314
Cl (0.112, 2.373, 8.629)  1.7114
O (-0.023, 2.599, 7.180)  -0.7759
O (1.030, 3.361, 9.143)  -0.6966
O (-1.175, 2.521, 9.233)  -0.6368

Output
- HOMO energy: -4.576 eV
- Orbital gap: 2.12 eV
- Lowest unoccupied orbital energy: -2.458 eV
- Net charge: -1
- Multiplicity: 1

Entry 5:
Density functional theory data (ωB97M-V/def2-TZVPD) for C16H17Br33ClF3OP as an isolated structure at a distorted geometry.

Each line ends with the Mulliken charge.
CARTESIAN COORDINATES (ANGSTROEM)
O (-3.277, 5.574, 0.432)  -0.5034
P (-2.472, 6.097, -1.026)  0.3579
Cl (-3.224, 4.811, -2.549)  -0.4181
C (-0.652, 5.865, -0.722)  -0.6361
C (-0.157, 4.379, -1.011)  -0.5821
C (0.295, 3.581, 0.303)  -0.1119
C (0.565, 2.077, -0.153)  0.3390
F (1.816, 1.627, -0.601)  -0.3021
C (-0.529, 1.209, -0.131)  0.1602
F (-1.514, 1.368, 0.840)  -0.1419
F (-0.599, 0.166, -1.068)  -0.2420
H (-4.007, 6.223, 0.505)  0.2730
H (-0.094, 6.526, -1.499)  -0.0013
H (-0.883, 3.721, -1.580)  0.3067
H (0.780, 4.464, -1.666)  0.2434
H (1.276, 3.989, 0.686)  0.3508
H (-0.541, 3.651, 1.056)  -0.0859
C (-5.098, 2.221, 1.748)  0.3288
Br (-5.010, 3.319, 3.343)  -0.0441
Br (-6.256, 0.684, 1.997)  -0.0550
Br (-5.594, 3.250, 0.186)  0.0023
H (-4.095, 1.838, 1.572)  -0.2604
C (3.982, -1.058, 1.416)  -0.0380
Br (2.265, -0.793, 0.564)  0.2320
Br (5.034, -2.389, 0.480)  -0.0105
Br (4.948, 0.607, 1.647)  -0.0702
H (3.785, -1.452, 2.411)  -0.0198
C (-1.234, 2.110, 5.101)  -0.3442
Br (-0.161, 1.464, 6.582)  -0.0763
Br (-0.213, 3.254, 3.917)  0.0274
Br (-2.082, 0.656, 4.141)  -0.0120
H (-2.029, 2.718, 5.525)  0.3428
C (0.342, -4.054, 2.185)  -0.5719
Br (1.458, -3.299, 3.578)  -0.0361
Br (-0.671, -2.684, 1.264)  0.1902
Br (1.373, -5.146, 0.957)  0.1188
H (-0.376, -4.712, 2.668)  0.3675
C (0.141, 10.270, -1.833)  -0.4269
Br (-0.190, 11.428, -0.310)  -0.0648
Br (2.036, 10.123, -2.222)  -0.0758
Br (-0.689, 8.530, -1.612)  0.2383
H (-0.324, 10.742, -2.695)  0.3147
C (5.032, -1.041, 5.562)  -0.2339
Br (3.180, -0.475, 5.499)  0.0341
Br (5.979, -0.243, 7.052)  -0.0623
Br (5.193, -2.973, 5.556)  -0.0053
H (5.506, -0.680, 4.652)  0.2518
C (-4.628, -3.478, -0.178)  -0.1953
Br (-6.238, -3.090, 0.828)  -0.0507
Br (-3.510, -1.912, -0.389)  0.1297
Br (-3.644, -4.966, 0.583)  -0.1079
H (-4.941, -3.779, -1.176)  0.2353
C (-0.209, -7.370, -2.565)  -0.4353
Br (1.156, -8.194, -1.461)  -0.0464
Br (-1.695, -6.715, -1.507)  0.0650
Br (0.525, -5.981, -3.700)  0.1061
H (-0.599, -8.145, -3.219)  0.3479
C (2.153, -2.667, -6.321)  -0.3167
Br (2.975, -3.146, -4.633)  -0.0027
Br (3.472, -2.151, -7.644)  -0.0408
Br (0.988, -4.071, -6.977)  -0.0542
H (1.530, -1.796, -6.136)  0.3766
C (6.675, -6.560, 0.700)  -0.3465
Br (4.809, -6.049, 0.604)  0.0542
Br (7.558, -5.767, 2.232)  -0.0130
Br (6.898, -8.486, 0.657)  -0.0613
H (7.160, -6.164, -0.188)  0.3482
C (-4.726, -1.443, -4.566)  -0.3139
Br (-6.328, -1.055, -3.545)  -0.0355
Br (-3.604, 0.123, -4.769)  0.0209
Br (-3.745, -2.937, -3.816)  -0.0412
H (-5.046, -1.739, -5.561)  0.3298

Output
- HOMO energy: -3.836 eV
- Orbital gap: 4.87 eV
- Lowest unoccupied orbital energy: 1.033 eV
- Net charge: -1
- Multiplicity: 1